<1>
14
Properties=species:S:1:pos:R:3:lowdin_charge:R:1 method="wB97M-V/def2-TZVPD" smiles="[H]/N=C1/C(=O)C(O)(O)[C@H]1O" homo_lumo_gap_ev=8.589 e_homo_ev=-9.394
C -1.2380 1.1842 0.2095 -0.25
C -1.8812 -0.1524 0.0553 -0.22
C 0.1373 0.5146 0.4966 -0.22
C -0.4734 -0.8708 0.0551 -0.44
N -1.6250 2.3519 0.0803 0.21
O -2.9528 -0.5913 -0.3052 0.16
O 1.2624 0.9241 -0.2105 0.05
O -0.1313 -1.2301 -1.2620 0.06
O -0.3806 -2.0293 0.8898 0.03
H 0.1636 0.5384 1.6271 0.18
H -0.8787 3.0610 -0.0203 0.09
H 1.1456 0.3232 -0.9279 0.07
H -0.3391 -2.1623 -1.4673 0.14
H -0.0249 -1.9249 1.8122 0.13



<2>
14
Properties=species:S:1:pos:R:3:lowdin_charge:R:1 method="wB97M-V/def2-TZVPD" homo_lumo_gap_ev=10.842 e_homo_ev=-10.215
C -0.6216 1.0533 -0.5366 -0.57
C -1.0424 -0.1504 1.4601 -0.07
C 0.3577 -0.7912 1.5377 -0.10
C 1.1408 -1.2044 -0.7654 -0.22
H -1.7844 -0.8740 1.1527 0.13
H -1.2847 0.2302 2.4692 0.14
H 0.3483 -1.5575 2.3056 0.13
H 1.1726 -0.0586 1.6637 0.15
H 1.5916 -1.9690 -1.4075 0.15
N 1.3033 -0.0658 -1.2646 0.11
O -1.2191 0.9838 -1.5521 0.20
O -1.1154 1.1181 0.6945 0.03
O 0.5559 -1.6123 0.3548 -0.03
O 0.7569 0.9162 -0.4354 -0.03



According to the calculations, the structures order from most to least stable as <1>, <2>.



<1>
61
Properties=species:S:1:pos:R:3:lowdin_charge:R:1 method="wB97M-V/def2-TZVPD" smiles="CCCCN(C)C(=O)c1cn(C)c2ccc(S(=O)(=O)N3CCC(C)CC3)cc2c1=O" homo_lumo_gap_ev=8.561 e_homo_ev=-8.707
C 4.2161 1.2397 3.0605 -0.10
C 4.9817 0.0973 3.7184 -0.25
C 4.1343 -0.6885 4.7262 -0.18
C 3.4843 -1.9537 4.1598 -0.16
N 2.4902 -1.7017 3.1313 -0.08
C 1.2662 -1.3238 3.5443 -0.43
O 0.9610 -1.2661 4.7270 0.06
C 0.2306 -1.0033 2.5060 -0.04
C -1.0101 -1.5070 2.7274 0.03
N -2.0925 -1.2724 1.9530 -0.08
C -1.9814 -0.4290 0.8721 -0.13
C -3.0725 -0.1650 0.0282 0.01
C -2.9328 0.6868 -1.0440 -0.05
C -1.7140 1.3044 -1.2915 -0.25
C -0.6390 1.0765 -0.4707 0.01
C -0.7465 0.1962 0.6091 -0.04
C 0.4544 -0.0526 1.4306 -0.33
O 1.5162 0.5081 1.2002 0.05
H 0.3011 1.5813 -0.6344 0.13
S -1.5583 2.3833 -2.7224 0.67
O -2.8855 2.7594 -3.1153 -0.28
O -0.5998 3.4005 -2.4177 -0.27
N -0.9325 1.4753 -3.9572 -0.24
C -1.7824 0.4839 -4.5660 -0.18
C -1.5666 -0.9085 -3.9699 -0.14
H -1.8801 -0.9141 -2.9233 0.10
H -2.1789 -1.6311 -4.5125 0.12
C -0.0884 -1.2980 -4.0563 -0.38
C 0.1517 -2.6747 -3.4435 -0.07
H -0.4403 -3.4304 -3.9546 0.08
H 1.2010 -2.9490 -3.5209 0.08
H -0.1252 -2.6742 -2.3908 0.08
C 0.7514 -0.2316 -3.3488 -0.14
C 0.4730 1.1531 -3.9382 -0.18
H 0.9652 1.9379 -3.3640 0.11
H 0.8403 1.1926 -4.9708 0.13
H 0.5132 -0.2368 -2.2835 0.10
H 1.8136 -0.4568 -3.4569 0.12
H 0.2009 -1.3270 -5.1131 0.14
H -2.8086 0.8259 -4.4300 0.11
H -1.5619 0.4608 -5.6398 0.13
H -3.7623 0.9064 -1.6972 0.12
H -4.0301 -0.6239 0.2098 0.10
C -3.3581 -1.8837 2.2866 -0.02
H -3.2422 -2.4753 3.1917 0.10
H -4.1170 -1.1202 2.4668 0.10
H -3.6952 -2.5400 1.4814 0.10
H -1.1639 -2.1527 3.5812 0.14
C 2.8394 -1.9669 1.7579 -0.04
H 3.2975 -1.0973 1.2824 0.08
H 1.9496 -2.2387 1.1901 0.09
H 3.5388 -2.8035 1.7215 0.09
H 2.9766 -2.4689 4.9827 0.12
H 4.2490 -2.6139 3.7453 0.12
H 4.7599 -1.0074 5.5627 0.11
H 3.3483 -0.0478 5.1265 0.11
H 5.8474 0.5176 4.2367 0.10
H 5.3645 -0.5818 2.9530 0.10
H 4.8487 1.7516 2.3380 0.07
H 3.9065 1.9632 3.8120 0.08
H 3.3275 0.8880 2.5456 0.04



<2>
61
Properties=species:S:1:pos:R:3:lowdin_charge:R:1 method="wB97M-V/def2-TZVPD" smiles="CCOC(=O)c1cc(S(=O)(=O)NCC2CCN(Cc3cccc(C)c3)CC2)cn1C" homo_lumo_gap_ev=8.573 e_homo_ev=-7.914
C 2.1977 6.8525 1.4776 -0.06
C 1.0103 6.2771 2.2367 -0.22
H 1.0053 6.6471 3.2675 0.12
H 0.0690 6.5303 1.7449 0.12
O 1.0445 4.8502 2.2555 0.00
C 1.7986 4.2764 3.2038 -0.43
O 2.4105 4.8953 4.0457 0.10
C 1.7628 2.8215 3.0867 -0.12
C 1.1059 2.0450 2.1451 0.03
C 1.3776 0.7121 2.4609 -0.27
C 2.1879 0.7121 3.5775 -0.04
N 2.4195 1.9816 3.9509 -0.08
C 3.2273 2.3860 5.0679 -0.01
H 4.0556 3.0100 4.7306 0.10
H 2.6364 2.9743 5.7707 0.10
H 3.6153 1.4998 5.5660 0.10
H 2.5969 -0.1307 4.0976 0.13
S 0.7994 -0.7214 1.6026 0.65
O 1.1444 -0.6015 0.2176 -0.28
O 1.2430 -1.8720 2.3417 -0.30
N -0.8532 -0.5425 1.7896 -0.12
H -1.1881 -1.1431 2.5270 0.11
C -1.6830 -0.5524 0.6053 -0.22
H -1.0578 -0.1449 -0.1915 0.12
C -2.1869 -1.9424 0.1989 -0.31
C -1.0258 -2.9237 0.0423 -0.14
C -1.5357 -4.2743 -0.4768 -0.17
N -2.2950 -4.2009 -1.7056 -0.17
C -3.3714 -3.2432 -1.6034 -0.18
C -2.9464 -1.8475 -1.1250 -0.14
H -3.8339 -1.2210 -1.0080 0.12
H -2.2966 -1.3860 -1.8690 0.10
H -4.0939 -3.6527 -0.8849 0.12
H -3.8685 -3.1707 -2.5733 0.12
C -1.5436 -4.2322 -2.9491 -0.14
C -0.6342 -3.0595 -3.2402 -0.21
C 0.6804 -3.0534 -2.7916 -0.06
C 1.4860 -1.9470 -2.9966 -0.07
C 0.9901 -0.8420 -3.6618 -0.05
C -0.3124 -0.8369 -4.1472 -0.28
C -1.1088 -1.9524 -3.9335 -0.03
H -2.1228 -1.9605 -4.3127 0.12
C -0.8370 0.3583 -4.8865 -0.05
H -0.7174 1.2588 -4.2855 0.08
H -0.2830 0.5020 -5.8139 0.08
H -1.8902 0.2377 -5.1291 0.07
H 1.6173 0.0248 -3.8113 0.11
H 2.4996 -1.9437 -2.6262 0.11
H 1.0738 -3.9154 -2.2720 0.12
H -2.2786 -4.3295 -3.7549 0.12
H -0.9467 -5.1501 -2.9261 0.12
H -2.1999 -4.7135 0.2797 0.12
H -0.6983 -4.9585 -0.6245 0.12
H -0.2995 -2.5016 -0.6518 0.09
H -0.5170 -3.0770 0.9959 0.10
H -2.8681 -2.3146 0.9766 0.15
H -2.5305 0.1223 0.7729 0.12
H 0.5090 2.4018 1.3324 0.12
H 3.1225 6.6059 1.9931 0.07
H 2.2337 6.4427 0.4713 0.08
H 2.1043 7.9331 1.4198 0.08



According to the calculations, the structures order from most to least stable as <1>, <2>.